Record 1
The molecule C17H16FN3O2S. Source: the Open Molecules 2025 dataset; level of theory: ωB97M-V/def2-TZVPD.

CARTESIAN COORDINATES (ANGSTROEM)
S -2.2211 1.2254 -3.8985
F 5.7766 -2.7806 3.9412
O -3.0309 0.3162 -4.6526
O -1.5474 2.2693 -4.6101
N 1.5482 -0.9592 0.9139
N -0.5505 0.0321 -0.7891
N -1.1328 0.4083 -2.9525
C -1.3693 0.5901 -1.6948
C -0.4016 0.4588 0.5852
C -4.9328 2.8641 -1.2835
C 3.9383 -3.2375 2.5292
C 1.0700 0.3977 1.0011
C 4.7424 -2.3300 3.1928
C 0.9872 -1.7485 -0.1616
C 2.6170 -1.4040 1.6576
C -3.2286 1.5842 -0.1368
C -4.3947 2.3376 -0.1201
C 4.5083 -0.9713 3.1066
C 3.4555 -0.5132 2.3393
C 0.4970 -0.8418 -1.2840
C 2.8806 -2.7755 1.7726
C -4.3240 2.6110 -2.5069
C -3.1694 1.8693 -2.5091
C -2.5850 1.3699 -1.3505
H -0.7484 1.4878 0.6938
H -2.8723 1.1583 0.7862
H 1.3264 -0.2534 -1.6925
H -5.8380 3.4500 -1.2413
H 0.1499 -2.3639 0.1989
H -0.9824 -0.1920 1.2520
H 1.1453 0.7361 2.0381
H 2.2435 -3.4931 1.2819
H 4.1371 -4.2939 2.6155
H 0.0784 -1.4273 -2.1042
H 3.3025 0.5508 2.2609
H 1.6532 1.0857 0.3698
H 1.7541 -2.4148 -0.5646
H -4.7399 2.9718 -3.4338
H 5.1528 -0.2817 3.6283
H -4.8951 2.5070 0.8216

Gap between HOMO and LUMO in eV: 7.826
Energy above the lowest of the compared OMol25 structures with the same formula, charge and spin in kJ/mol: 231.0
Net charge: 0
SMILES: O=S1(=O)N=C(N2CCN(c3ccc(F)cc3)CC2)c2ccccc21

---

Record 2
C17H16LuN2O5 as an isolated structure. Source: the Open Molecules 2025 dataset; level of theory: ωB97M-V/def2-TZVPD.

CARTESIAN COORDINATES (ANGSTROEM)
Lu -0.2060 0.4233 -2.3915
O -0.2788 2.5900 0.4077
O 3.3209 0.9531 -2.5169
O -3.8206 0.8657 -2.3767
O 0.4738 -1.0861 -1.0615
O -0.2294 3.7183 -3.8012
N 0.4248 -0.5221 1.2287
N 1.3540 -0.1653 2.1650
C 2.1693 0.9004 -2.5171
C -1.6948 -1.5407 0.6368
C -0.2985 1.9595 -0.5645
C -3.0556 -0.0186 2.5317
C -3.0702 -1.6961 0.7817
C 1.0879 -0.8363 0.0746
C -1.6812 0.1735 2.3452
C 1.0597 0.1453 3.5427
C 2.5974 -0.2471 1.6326
C -0.2245 0.1693 -4.8121
C -0.2247 -1.0792 -4.2047
C -0.9857 -0.6466 1.4583
C -2.6792 0.7474 -2.3830
C 3.8394 0.0289 2.3823
C 2.4622 -0.6576 0.3276
C -3.7558 -0.9594 1.7543
C -0.2152 2.6901 -3.2840
H -3.5914 0.5659 3.2882
H 0.7002 0.6492 -5.1804
H 4.0106 -0.6597 3.2275
H -1.1742 0.9682 2.9024
H 0.6077 1.1383 3.6518
H -4.8281 -1.1234 1.9074
H 3.2452 -0.7887 -0.3975
H 0.7061 -1.6564 -4.0645
H -1.1549 -1.6577 -4.0644
H 4.6894 -0.1070 1.6945
H -3.5896 -2.4143 0.1400
H -1.1764 -2.0880 -0.1403
H 0.4201 -0.6113 4.0138
H 3.9069 1.0580 2.7695
H 2.0106 0.1718 4.0792
H -1.1510 0.6450 -5.1831

Gap between HOMO and LUMO in eV: 5.014
Energy above the lowest of the compared OMol25 structures with the same formula, charge and spin in kJ/mol: 0.0
Net charge: +3

---

Record 3
C17H16N3O2Pb as an isolated structure. Source: the Open Molecules 2025 dataset; level of theory: ωB97M-V/def2-TZVPD.

CARTESIAN COORDINATES (ANGSTROEM)
Pb 0.9530 0.9556 0.8402
O -1.4420 1.4525 4.7650
O 0.2244 1.4842 3.2506
N 0.2208 0.1358 -1.2978
N -1.2791 -0.1564 1.6318
N -1.6526 0.2535 2.9178
C 0.8309 -0.2122 -3.9823
C 1.8618 -2.2149 1.6997
C 1.3516 -1.0481 -3.0357
C -0.3932 0.9103 -2.2266
C -0.7684 1.5989 -4.5382
C 2.0846 -3.5555 1.4114
C 1.5427 -1.2927 0.7090
C -1.3462 1.8641 -1.8216
C -1.9835 2.6456 -2.7503
C 1.4836 -1.7668 -0.6204
C -0.1121 0.7685 -3.6098
C -0.8642 1.0964 3.6357
C 1.7615 -3.1022 -0.9171
C -0.7599 2.4407 5.5504
C 2.0501 -3.9950 0.0973
C -1.6847 2.5235 -4.1175
C 1.0139 -0.8651 -1.6747
H -0.5259 1.4892 -5.5828
H -2.1772 3.1698 -4.8299
H 2.0541 -1.8210 -3.3055
H -2.7226 3.3688 -2.4365
H 2.2831 -4.2560 2.2088
H -1.5114 2.8485 6.2189
H -2.5080 -0.0848 3.3446
H -1.0701 -1.1548 1.6044
H 1.7158 -3.4556 -1.9347
H 1.1078 -0.2927 -5.0224
H -1.5684 1.9420 -0.7647
H -2.0132 0.0534 0.9545
H 2.2260 -5.0335 -0.1340
H -0.3433 3.2186 4.9067
H 0.0398 1.9753 6.1261
H 1.9207 -1.8881 2.7297

Gap between HOMO and LUMO in eV: 8.198
Net charge: +1

---

Record 4
C17H16N5Pd as an isolated structure. Source: the Open Molecules 2025 dataset; level of theory: ωB97M-V/def2-TZVPD.

CARTESIAN COORDINATES (ANGSTROEM)
Pd -0.0624 -0.0113 0.0919
N -0.0044 -0.5808 1.9805
N 1.9765 -0.0083 0.5019
N -1.9874 -0.3231 0.3315
N -0.2496 1.9431 -0.9325
N 1.0799 -0.5675 2.6299
C -3.8041 -1.1101 3.4272
C -4.7604 1.1324 -1.6536
C 4.3302 0.1588 0.1881
C -3.9284 0.8640 -0.5777
C 3.0325 0.2094 -0.2847
C 4.5389 -0.1305 1.5297
C 2.1806 -0.3116 1.8079
C -3.5132 -0.4041 -3.0172
C -1.4525 -1.0304 3.9107
C -1.2406 -0.7420 2.5436
C -2.6834 -0.6897 -1.9429
C -2.8943 -0.0639 -0.7169
C -4.5560 0.5002 -2.8735
C -2.7282 -1.2051 4.3522
C -3.6251 -0.8151 2.1071
C 3.4544 -0.3716 2.3540
C -2.3084 -0.5927 1.6095
H 0.1246 2.0836 -1.8656
H -1.8866 -1.4180 -2.0395
H -4.4658 -0.7728 1.4307
H 5.5420 -0.1735 1.9313
H 5.1529 0.3430 -0.4864
H -3.3524 -0.9021 -3.9640
H -5.5651 1.8470 -1.5418
H 2.8174 0.4330 -1.3213
H 0.2235 2.5944 -0.3156
H -0.5963 -1.1128 4.5649
H -5.2078 0.7131 -3.7096
H -2.9351 -1.4264 5.3886
H 3.5666 -0.6132 3.4001
H -4.8095 -1.2870 3.7877
H -1.2332 2.1970 -0.9661
H -4.0712 1.3757 0.3659

Gap between HOMO and LUMO in eV: 5.873
Energy above the lowest of the compared OMol25 structures with the same formula, charge and spin in kJ/mol: 33.3
Net charge: +1

---

Record 5
C17H17AuBF4N3S as an isolated structure. Source: the Open Molecules 2025 dataset; level of theory: ωB97M-V/def2-TZVPD.

CARTESIAN COORDINATES (ANGSTROEM)
Au 6.4421 10.7690 10.5996
S 5.7957 13.3134 11.1283
F 6.7075 9.9278 13.2606
F 5.4337 8.2517 14.4312
F 6.6261 7.7186 12.4285
F 4.8280 9.1355 12.2946
N 4.7161 9.8569 9.7371
N 7.1618 9.5556 9.1870
N 8.4446 10.7628 11.1921
C 8.9630 11.1474 12.3641
C 2.6197 8.7783 8.2567
C 9.1916 9.9564 10.3736
C 8.4641 9.2665 9.2752
C 11.0673 10.0896 11.8525
C 5.0376 13.7360 9.5663
C 10.2486 10.7724 12.7271
C 3.9333 8.5544 7.8599
C 6.8996 7.9677 7.3989
C 10.5365 9.6970 10.6292
C 3.4784 9.8918 10.2294
C 2.3955 9.4454 9.4838
C 6.3489 8.8447 8.3547
C 9.0804 8.3838 8.3656
C 8.2771 7.7070 7.4249
C 7.2329 14.4110 11.2724
C 4.9490 9.0878 8.6768
B 5.9407 8.6779 13.1333
H 7.4523 14.8691 10.3376
H 5.9087 14.0396 9.0020
H 6.9300 15.1116 12.0820
H 1.4269 9.5686 9.9529
H 12.0692 9.8229 12.1923
H 4.5963 12.8745 9.1395
H 3.2748 10.3776 11.2123
H 11.0960 9.1534 9.8816
H 10.1205 8.1933 8.5287
H 10.5641 11.0543 13.6832
H 8.3006 11.6243 13.0502
H 1.7896 8.3535 7.6886
H 4.1861 8.0037 6.9670
H 8.7051 7.0189 6.6973
H 4.3157 14.5550 9.6277
H 8.0615 13.7361 11.6043
H 6.2516 7.4537 6.6880

⟨S²⟩: 2.01
Gap between HOMO and LUMO (spin up / spin down) in eV: 7.958 / 3.991
Net charge: +2
Spin multiplicity: 3

---

Record 6
A 2-piece molecular cluster, C17H17BF3N overall. Source: the Open Molecules 2025 dataset; level of theory: ωB97M-V/def2-TZVPD.

CARTESIAN COORDINATES (ANGSTROEM)
F -2.1814 -0.4583 -1.2710
F -2.6969 0.6493 0.7226
F -1.4497 1.7291 -0.9227
N -1.5408 -4.6336 4.1979
C -3.2185 -2.9457 7.5826
C 1.0484 -4.8120 6.7128
C -1.8915 -3.4095 7.5718
C -1.4567 -5.6681 1.9867
C -4.0585 -3.0687 6.4588
C -3.5598 -3.6150 5.2633
C -2.0019 -4.7195 2.9580
C -0.5825 -2.3849 1.1399
C -0.4043 -1.0714 1.3772
C -2.2359 -4.0075 5.2584
C -1.3911 -3.9569 6.3867
C 0.7671 -5.6978 4.0260
C 1.9599 -5.9170 4.7358
C 2.1035 -5.4600 6.0539
C -0.3029 -0.0427 0.3306
C -0.1407 -4.5862 6.0183
C -0.2593 -5.0359 4.6794
B -1.8656 0.5324 -0.3646
H -1.2206 -6.6539 2.4096
H -5.0987 -2.7448 6.5090
H -0.3114 -0.7157 2.4096
H 3.0527 -5.6288 6.5661
H -4.1609 -3.7411 4.3643
H -1.2504 -3.3703 8.4551
H 0.1564 0.8722 0.7237
H -2.2355 -5.8051 1.2287
H -0.5708 -5.2543 1.4904
H 2.7706 -6.4520 4.2439
H 0.2232 -0.4021 -0.5603
H -2.8678 -4.1001 2.7230
H -0.8327 -2.7566 0.1401
H -0.4925 -3.1121 1.9470
H 0.6528 -6.0330 3.0016
H -3.6244 -2.4899 8.4869
H 1.1240 -4.4888 7.7494

Gap between HOMO and LUMO in eV: 3.910
Energy above the lowest of the compared OMol25 structures with the same formula, charge and spin in kJ/mol: 1.3
Net charge: 0

---

Record 7
A 2-piece molecular cluster, C17H17Br2F6N2 overall. Source: the Open Molecules 2025 dataset; level of theory: ωB97M-V/def2-TZVPD.

CARTESIAN COORDINATES (ANGSTROEM)
Br 0.2138 -0.6280 3.5762
Br -3.2891 2.2073 2.9649
F -2.6982 -0.3481 3.4861
F -0.1542 1.3642 1.7343
F -0.7625 5.9079 -2.8982
F -3.2413 3.8363 -1.7428
F -0.6220 1.8466 3.7789
F -3.2236 4.6505 -3.7649
N -0.7877 0.9991 -1.0595
N -0.8311 -0.9356 -1.9179
C -0.3644 1.1819 -2.3612
C 2.5343 -3.2848 2.6188
C -1.5708 -0.8235 0.5088
C -0.1456 3.7275 -2.0811
C -2.2534 0.5755 2.6083
C -1.0695 -0.2754 -0.7825
C -2.5067 4.3956 -2.6922
C 2.5920 -2.6010 1.4118
C 3.8546 -5.0581 1.6770
C 3.1667 -4.5124 2.7518
C -0.7446 0.8880 2.8502
C 0.0031 2.4853 -2.9949
C 3.2871 -3.1437 0.3395
C -0.4030 -0.0731 -2.8974
C -2.5831 0.1605 1.1748
C 3.9168 -4.3733 0.4716
C -1.2001 4.6783 -2.5633
H -0.1552 -0.3657 -3.9007
H -0.9647 -1.9243 -2.0634
H 3.1237 -5.0442 3.6931
H 4.4573 -4.7976 -0.3643
H 4.3443 -6.0173 1.7797
H -3.5334 -0.3655 1.2359
H -0.3957 3.4677 -1.0495
H 0.7901 4.2778 -2.0380
H -2.7861 1.0357 0.5690
H 1.9973 -2.8617 3.4586
H -0.8963 1.7375 -0.3809
H 0.9913 2.4525 -3.4449
H 2.0962 -1.6427 1.3072
H -2.0949 -1.7452 0.2656
H -0.7269 -1.0751 1.1472
H -0.7043 2.6281 -3.8117
H 3.3399 -2.6078 -0.6003

Gap between HOMO and LUMO in eV: 8.901
Energy above the lowest of the compared OMol25 structures with the same formula, charge and spin in kJ/mol: 0.0
Net charge: +1

---

Record 8
C17H17BrNO12P2Ru as an isolated structure. Source: the Open Molecules 2025 dataset; level of theory: ωB97M-V/def2-TZVPD.

CARTESIAN COORDINATES (ANGSTROEM)
Ru 0.3461 -0.3032 0.0683
Br 6.9551 -1.3432 0.1183
P -1.3574 -2.0249 -1.8102
P -1.0994 -2.8061 1.0393
O -1.4250 -3.2856 -2.5476
O -0.1999 -1.6973 1.5506
O 0.8456 3.1841 2.0494
O -0.5859 -4.1555 0.7640
O 1.3166 6.2671 -2.0438
O -2.4530 -0.9766 -2.3233
O -0.0068 -1.2502 -1.7077
O 0.3907 1.0593 1.5459
O -2.2235 0.9095 -0.1976
O -1.8366 -2.1338 -0.2542
O 1.3419 5.2856 -4.0794
O -2.3534 -2.8538 2.0617
N 0.6737 1.4254 -1.0070
C -3.3797 1.9176 1.6259
C 1.1239 3.9175 -2.1683
C 2.3097 -0.5878 0.0644
C 1.0673 3.7693 -0.7871
C 4.4467 -0.5337 1.2252
C 0.7169 2.2788 1.2458
C 4.3450 -1.3172 -1.0490
C 0.8493 2.5205 -0.2430
C 0.7655 1.5456 -2.3331
C 3.0750 -0.3183 1.2041
C 0.9794 2.7718 -2.9376
C -2.8329 0.5953 1.0768
C 5.0663 -1.0332 0.0952
C -2.6618 2.9778 0.7855
C 1.3242 5.3053 -2.8334
C -2.5236 2.2641 -0.5462
C 2.9749 -1.0917 -1.0573
H -2.8374 -3.6679 1.8884
H -3.1739 2.0215 2.6902
H -1.6789 3.1977 1.2010
H 4.8429 -1.7112 -1.9255
H -2.0557 0.1742 1.7139
H -3.6040 -0.1596 0.9171
H -3.4664 2.2942 -1.1087
H 1.1803 4.6297 -0.1425
H -1.7213 2.6373 -1.1817
H 5.0246 -0.3172 2.1142
H -2.4813 -0.2306 -1.6923
H 2.5893 0.0640 2.0932
H -3.2164 3.9125 0.7022
H -4.4605 1.9827 1.4780
H 1.0346 2.8651 -4.0137
H 0.6315 0.6291 -2.8920
H 2.4058 -1.3260 -1.9482

⟨S²⟩: 0.75
Gap between HOMO and LUMO (spin up / spin down) in eV: 7.407 / 7.146
Energy above the lowest of the compared OMol25 structures with the same formula, charge and spin in kJ/mol: 0.0
Net charge: -2
Spin multiplicity: 2

---

Number 1: E -1470.19614 Ha. Number 2: E -2377.56449 Ha. Number 3: E -1164.81985 Ha. Number 4: E -1058.85512 Ha. Number 5: E -1779.98255 Ha. Number 6: E -1037.25673 Ha. Number 7: E -6514.42961 Ha. Number 8: E -4967.74148 Ha.